Entry 1:
Computed, not measured: a molecular structure, C55H46Cl2N12O8S2Sn, with ωB97M-V with the def2-TZVPD basis set.

Net charge: -2
Largest force on an atom: 0.98 eV/Å
Energy relative to the best compared isomer or geometry (same formula, charge and spin): 34.2 kJ/mol
Kohn-Sham gap: 6.14 eV

Cartesian coordinates (Å):
Sn -0.15 0.18 -0.46
C -3.44 2.93 -5.74
C -3.72 2.87 -4.24
N -3.48 1.58 -3.64
C -2.23 1.10 -3.36
S -2.09 -0.51 -2.81
N -1.23 1.93 -3.56
N -0.07 1.58 -2.97
C 1.03 1.94 -3.53
C 1.06 2.64 -4.86
C 2.29 1.61 -2.85
C 3.52 1.98 -3.41
C 4.69 1.61 -2.75
C 4.60 0.90 -1.57
C 3.34 0.60 -1.09
N 2.22 0.93 -1.71
H -3.67 3.92 -6.14
H -4.05 2.19 -6.27
H -2.39 2.71 -5.92
H -4.76 3.15 -4.03
H -3.07 3.58 -3.73
H -4.19 0.87 -3.75
H 0.06 2.67 -5.27
H 1.71 2.12 -5.56
H 1.43 3.67 -4.75
H 3.57 2.54 -4.33
H 5.65 1.88 -3.17
H 5.49 0.62 -1.02
H 3.21 0.05 -0.17
C -3.47 2.89 3.16
C -2.48 1.88 3.61
N -1.57 1.30 2.87
C -0.85 0.49 3.70
C -1.34 0.58 4.99
N -2.38 1.47 4.90
C -1.03 0.00 6.31
O -0.03 -0.82 6.39
O -1.73 0.31 7.27
C 0.33 -0.30 3.21
O 0.97 -0.97 4.05
O 0.61 -0.24 1.98
H -4.01 2.53 2.29
H -2.96 3.82 2.87
H -4.18 3.12 3.96
H -2.92 1.74 5.71
H 0.45 -0.89 5.45
O -0.98 -2.88 -0.50
S -2.27 -2.56 0.08
O -3.44 -3.08 -0.59
N -2.28 -0.98 0.29
C -3.44 -0.29 0.49
C -4.64 -0.81 0.97
C -5.79 -0.02 1.09
C -5.79 1.30 0.74
C -4.60 1.89 0.27
C -4.51 3.25 -0.10
C -3.31 3.77 -0.49
C -2.19 2.93 -0.53
N -2.24 1.66 -0.22
C -3.42 1.11 0.17
C -2.26 -3.31 1.70
C -3.26 -4.18 2.08
C -3.21 -4.76 3.35
C -2.18 -4.44 4.21
C -1.17 -3.57 3.82
C -1.20 -3.01 2.55
H -4.68 -1.86 1.23
H -6.69 -0.48 1.47
H -6.69 1.90 0.82
H -5.40 3.87 -0.04
H -3.21 4.81 -0.77
H -1.21 3.31 -0.82
H -4.05 -4.41 1.38
H -3.98 -5.45 3.65
H -2.15 -4.88 5.20
H -0.36 -3.32 4.49
H -0.42 -2.36 2.20
N -1.57 -6.22 -9.02
C -1.18 -5.71 -8.07
C -0.66 -5.10 -6.89
C -1.35 -4.06 -6.25
C -0.84 -3.48 -5.11
C 0.37 -3.92 -4.59
C 1.06 -4.95 -5.22
C 0.55 -5.54 -6.35
N 0.89 -3.33 -3.43
C 1.77 -3.88 -2.51
C 1.96 -2.93 -1.57
N 1.25 -1.80 -1.89
C 0.62 -2.06 -3.00
H -2.30 -3.72 -6.65
H -1.39 -2.69 -4.60
H 2.02 -5.28 -4.83
H 1.08 -6.35 -6.84
H 2.11 -4.90 -2.58
H 2.56 -2.98 -0.67
H -0.04 -1.38 -3.50
Cl 3.11 -2.21 2.00
C 4.58 -1.31 1.79
C 5.70 -1.97 1.31
C 6.90 -1.29 1.18
C 6.97 0.05 1.53
C 5.84 0.71 1.98
Cl 5.96 2.41 2.27
C 4.60 0.06 2.12
N 3.46 0.73 2.51
C 3.35 1.53 3.66
C 4.18 1.27 4.75
C 4.06 1.99 5.93
C 3.10 2.99 6.02
C 2.29 3.25 4.93
C 2.38 2.55 3.73
C 1.52 2.94 2.58
C 2.36 3.49 1.35
O 2.90 4.60 1.51
O 2.36 2.74 0.34
H 5.62 -3.02 1.06
H 7.78 -1.80 0.81
H 7.90 0.60 1.42
H 2.57 0.39 2.13
H 4.91 0.47 4.68
H 4.71 1.77 6.77
H 2.98 3.55 6.94
H 1.55 4.05 5.00
H 0.84 3.74 2.89
H 0.93 2.12 2.17

Entry 2:
Computed, not measured: a molecular structure, C55H48F4N11O27S4Y in a non-equilibrium geometry, with ωB97M-V with the def2-TZVPD basis set.

Net charge: -1
<S²>: 0.763
Largest force on an atom: 9.91 eV/Å
Spin multiplicity: 2
Kohn-Sham gap (spin up / spin down): 3.48 / 6.71 eV

Cartesian coordinates (Å):
Y 1.29 3.08 -1.56
N 0.88 0.98 -1.02
S 1.52 0.01 -0.02
O 2.75 -0.71 -0.38
O 0.69 -0.43 1.13
F 2.08 1.37 0.60
S -0.18 -0.30 -1.47
O -1.43 -0.44 -0.77
O 0.47 -1.47 -2.08
F -0.70 0.51 -2.78
N -0.21 4.30 -2.61
S -1.31 4.30 -3.73
O -1.10 5.05 -4.96
O -2.67 4.05 -3.28
F -1.01 2.81 -4.28
S -0.51 6.01 -2.37
O -1.70 6.54 -1.76
O 0.30 6.86 -3.24
F 0.40 5.92 -1.03
C 3.77 4.95 0.22
O 2.63 4.22 -0.14
H 4.16 5.61 -0.56
H 3.66 5.57 1.11
H 4.59 4.30 0.54
C 4.80 -2.97 0.02
C 5.22 -4.23 -0.36
C 5.08 -5.34 0.44
C 4.35 -5.24 1.64
C 3.96 -3.93 2.01
C 4.20 -2.82 1.24
N 4.01 -6.41 2.54
O 3.17 -6.28 3.44
O 4.58 -7.48 2.35
H 5.01 -2.19 -0.69
H 5.74 -4.35 -1.30
H 5.49 -6.27 0.07
H 3.59 -3.86 3.02
H 3.90 -1.85 1.61
C -6.79 0.37 2.99
C -5.65 0.85 3.66
C -4.52 1.05 2.88
C -4.58 1.04 1.51
C -5.77 0.70 0.90
C -6.94 0.36 1.61
N -3.36 1.32 0.67
O -3.49 1.42 -0.49
O -2.28 1.39 1.26
H -7.71 0.18 3.53
H -5.66 0.98 4.74
H -3.57 1.38 3.28
H -5.86 0.72 -0.18
H -7.85 0.21 1.05
C 1.62 -1.75 -7.22
C 1.78 -1.74 -5.83
C 1.75 -0.54 -5.10
C 1.49 0.68 -5.74
C 1.28 0.66 -7.09
C 1.37 -0.54 -7.88
N 1.50 1.93 -5.01
O 1.62 1.91 -3.76
O 1.39 2.92 -5.73
H 1.65 -2.67 -7.79
H 1.95 -2.72 -5.40
H 1.90 -0.55 -4.03
H 1.11 1.57 -7.64
H 1.26 -0.40 -8.95
C -4.06 1.61 -5.64
C -3.94 1.62 -4.25
C -5.06 1.74 -3.45
C -6.36 1.68 -4.11
C -6.46 1.74 -5.49
C -5.32 1.70 -6.22
N -7.55 1.60 -3.23
O -8.57 2.02 -3.78
O -7.53 1.19 -2.07
H -3.17 1.61 -6.25
H -2.94 1.75 -3.87
H -5.06 1.79 -2.37
H -7.42 1.89 -5.97
H -5.39 1.65 -7.30
C 8.01 0.05 -0.33
C 7.20 0.98 0.24
C 5.92 1.28 -0.29
C 5.63 0.67 -1.53
C 6.50 -0.29 -2.10
C 7.71 -0.51 -1.55
N 4.37 1.06 -2.27
O 3.49 1.83 -1.82
O 4.18 0.55 -3.39
H 8.98 -0.12 0.11
H 7.60 1.54 1.07
H 5.27 1.99 0.19
H 6.31 -0.75 -3.06
H 8.48 -1.15 -1.96
C 0.55 -0.33 5.46
C 0.08 0.51 4.47
C -0.95 1.38 4.78
C -1.50 1.51 6.03
C -0.89 0.84 7.10
C 0.12 -0.14 6.78
N -2.59 2.47 6.33
O -2.75 3.01 7.39
O -3.36 2.80 5.42
H 1.38 -0.99 5.25
H 0.50 0.46 3.47
H -1.36 1.88 3.91
H -1.08 1.06 8.14
H 0.65 -0.73 7.51
C -0.78 -6.19 0.14
C 0.36 -5.35 0.28
C 1.03 -4.81 -0.82
C 0.60 -5.10 -2.10
C -0.50 -6.02 -2.23
C -1.20 -6.49 -1.13
N 1.23 -4.51 -3.28
O 0.85 -4.95 -4.40
O 2.09 -3.61 -3.15
H -1.37 -6.50 0.99
H 0.78 -5.11 1.25
H 1.92 -4.21 -0.67
H -0.89 -6.35 -3.18
H -2.11 -7.08 -1.23
C -3.57 -2.43 2.79
C -2.32 -1.83 2.72
C -1.24 -2.59 3.16
C -1.36 -3.90 3.63
C -2.65 -4.45 3.72
C -3.71 -3.69 3.37
N -0.24 -4.64 4.12
O 0.88 -4.11 4.06
O -0.46 -5.80 4.51
H -4.47 -1.88 2.60
H -2.15 -0.88 2.24
H -0.21 -2.27 3.11
H -2.89 -5.38 4.22
H -4.66 -4.16 3.60
C 0.60 4.38 5.23
C -0.69 4.87 4.97
C -1.15 4.82 3.67
C -0.40 4.19 2.65
C 0.86 3.68 2.94
C 1.35 3.77 4.23
N -1.02 4.08 1.28
O -0.29 3.57 0.42
O -2.13 4.46 1.07
H 0.89 4.41 6.27
H -1.36 5.15 5.77
H -2.11 5.25 3.43
H 1.38 3.18 2.13
H 2.34 3.41 4.47

Question: What is the formula in the second record?
Answer: C55H48F4N11O27S4Y